## A
# H14O7

7 unconnected molecules or ions with the total composition H14O7 (the ωB97M-V functional and the def2-TZVPD basis, OMol25).

Structure (XYZ):
```
21
Properties=species:S:1:pos:R:3
O 0.265 -0.531 0.212
H -0.322 -1.309 0.260
H 0.900 -0.683 -0.429
O 3.498 -0.132 2.007
H 2.989 -0.893 2.308
H 3.269 0.169 1.070
O -1.206 -1.185 -2.556
H -2.154 -1.499 -2.722
H -1.453 -0.222 -2.487
O 1.246 3.497 2.027
H 1.268 2.623 2.447
H 1.212 4.041 2.793
O 2.442 -1.538 -3.108
H 2.740 -0.600 -2.942
H 1.812 -1.800 -2.439
O -2.183 -1.439 1.367
H -2.787 -0.750 1.325
H -2.614 -1.949 0.638
O -3.614 1.316 0.072
H -3.967 1.988 -0.451
H -4.484 0.985 0.468
```

Values from the calculation:
Structure (SMILES): O.O.O.O.O.O.O
HOMO level (eV): -11.1
Kohn-Sham gap (eV): 11.11

natural (NBO) atomic charge list, values in e, 4 entries: number 1, O, carries -0.945; number 2, H, carries 0.491; number 3, H, carries 0.448; number 4, O, carries -0.965

=====

## B
# H14O7

7 unconnected molecules or ions with the total composition H14O7 (the ωB97M-V functional and the def2-TZVPD basis, OMol25).

Structure (XYZ):
```
21
Properties=species:S:1:pos:R:3
O 0.313 0.293 1.654
H 1.234 0.497 1.659
H 0.150 -0.568 2.099
O -2.466 -3.177 1.112
H -3.225 -3.285 0.574
H -1.764 -3.064 0.515
O 0.154 -2.330 -0.361
H 0.114 -1.444 -0.761
H 0.935 -2.185 0.203
O 3.038 0.906 0.855
H 3.925 0.598 0.612
H 2.624 1.236 0.082
O -1.012 0.431 -2.097
H -1.486 0.975 -2.791
H -1.443 0.748 -1.245
O 1.381 1.935 -1.359
H 0.654 2.142 -0.633
H 0.816 1.683 -2.107
O -1.458 1.767 0.262
H -0.932 1.351 0.990
H -1.211 2.722 0.276
```

Values from the calculation:
Structure (SMILES): O.O.O.O.O.O.O
HOMO level (eV): -11.1
Kohn-Sham gap (eV): 11.34

natural (NBO) atomic charge list, values in e, 4 entries: number 1, O, carries -0.990; number 2, H, carries 0.509; number 3, H, carries 0.499; number 4, O, carries -0.947

=====

## C
# H14O7

7 unconnected molecules or ions with the total composition H14O7 (the ωB97M-V functional and the def2-TZVPD basis, OMol25).

Structure (XYZ):
```
21
Properties=species:S:1:pos:R:3
O -2.235 1.392 1.686
H -1.896 0.992 2.487
H -1.918 0.826 0.982
O -1.114 -1.134 -2.320
H -1.987 -1.086 -2.708
H -0.716 -1.907 -2.721
O 3.495 0.080 1.409
H 3.638 0.057 2.356
H 2.591 0.378 1.311
O -0.848 -0.270 0.172
H -0.097 0.301 0.330
H -0.714 -0.603 -0.716
O 1.276 1.412 0.897
H 1.386 2.079 1.575
H 1.277 1.902 0.075
O -1.005 -1.859 2.448
H -1.029 -1.127 3.064
H -0.963 -1.446 1.586
O 0.393 0.365 -4.079
H 0.415 -0.434 -4.605
H 0.051 0.084 -3.230
```

Values from the calculation:
Structure (SMILES): O.O.O.O.O.O.O
HOMO level (eV): -10.8
Kohn-Sham gap (eV): 10.68

natural (NBO) atomic charge list, values in e, 4 entries: number 1, O, carries -0.962; number 2, H, carries 0.451; number 3, H, carries 0.488; number 4, O, carries -0.956

=====

## D
# H14O7

7 unconnected molecules or ions with the total composition H14O7 (the ωB97M-V functional and the def2-TZVPD basis, OMol25).

Structure (XYZ):
```
21
Properties=species:S:1:pos:R:3
O 2.057 1.246 -2.333
H 1.571 1.687 -3.042
H 1.633 1.526 -1.527
O -1.499 0.014 3.136
H -1.994 0.809 3.025
H -0.735 0.122 2.616
O 2.160 -1.069 0.612
H 2.367 -1.334 -0.325
H 2.861 -1.405 1.165
O 0.259 1.085 -0.051
H -0.138 0.427 -0.613
H 1.037 0.611 0.274
O -0.662 -0.993 -1.504
H -1.251 -0.604 -2.145
H -1.147 -0.914 -0.688
O -2.273 2.145 -0.476
H -2.484 1.494 -1.119
H -1.372 1.889 -0.165
O -0.255 -2.144 1.378
H 0.598 -1.826 0.998
H -0.723 -2.764 0.793
```

Values from the calculation:
Structure (SMILES): O.O.O.O.O.O.O
HOMO level (eV): -10.9
Kohn-Sham gap (eV): 10.89

natural (NBO) atomic charge list, values in e, 4 entries: number 1, O, carries -0.960; number 2, H, carries 0.469; number 3, H, carries 0.482; number 4, O, carries -0.932

=====

Relative energy table, unit kJ/mol: A 148.5; B 0.0; C 38.1; D 43.4

=====

## A
# C32H31F5N2O4

7 unconnected molecules or ions with the total composition C32H31F5N2O4 (the ωB97M-V functional and the def2-TZVPD basis, OMol25).

Structure (XYZ):
```
74
Properties=species:S:1:pos:R:3
C -21.484 20.844 -21.383
N -21.378 21.835 -20.250
O -20.342 21.924 -19.556
O -22.373 22.530 -20.246
H -20.555 20.284 -21.280
H -21.462 21.431 -22.301
H -22.335 20.162 -21.365
C -22.275 21.720 -16.759
N -21.826 22.204 -15.455
O -20.871 21.637 -14.989
O -22.444 23.040 -14.857
H -22.617 22.620 -17.270
H -23.043 20.982 -16.527
H -21.649 21.338 -17.566
F -25.691 19.524 -15.328
C -25.195 19.122 -14.148
C -25.837 18.034 -13.473
C -25.310 17.547 -12.320
C -24.082 18.098 -11.843
C -23.566 19.192 -12.394
C -24.064 19.676 -13.629
H -26.689 17.668 -14.027
H -25.754 16.667 -11.878
H -23.494 17.791 -10.991
H -22.627 19.570 -12.017
H -23.511 20.343 -14.274
F -17.978 19.271 -9.009
C -18.282 20.066 -9.992
C -17.724 21.378 -9.993
C -18.008 22.263 -11.071
C -18.922 21.860 -12.018
C -19.487 20.565 -12.009
C -19.218 19.678 -10.942
H -17.132 21.726 -9.159
H -17.535 23.233 -11.025
H -19.193 22.528 -12.822
H -20.179 20.216 -12.761
H -19.546 18.650 -10.894
F -25.123 23.563 -15.937
C -25.180 24.415 -16.983
C -24.415 25.586 -17.023
C -24.416 26.338 -18.239
C -25.268 26.065 -19.289
C -26.010 24.916 -19.144
C -25.951 24.095 -18.030
H -23.736 25.859 -16.229
H -23.615 27.057 -18.336
H -25.387 26.622 -20.207
H -26.627 24.500 -19.927
H -26.495 23.166 -18.121
F -24.648 21.532 -19.862
C -25.677 20.650 -19.683
C -26.256 19.996 -20.718
C -27.344 19.152 -20.530
C -27.755 18.884 -19.192
C -27.077 19.476 -18.135
C -26.016 20.365 -18.353
H -25.973 20.278 -21.722
H -27.921 18.802 -21.373
H -28.567 18.192 -19.026
H -27.360 19.147 -17.146
H -25.527 20.856 -17.525
F -23.672 28.954 -12.909
C -23.592 27.634 -12.819
C -24.691 26.840 -13.068
C -24.656 25.468 -13.100
C -23.468 24.888 -12.639
C -22.368 25.662 -12.291
C -22.423 26.989 -12.479
H -25.588 27.399 -13.291
H -25.457 24.825 -13.432
H -23.403 23.863 -12.972
H -21.429 25.144 -12.162
H -21.534 27.486 -12.120
```

Values from the calculation:
Structure (SMILES): C[N+](=O)[O-].C[N+](=O)[O-].Fc1ccccc1.Fc1ccccc1.Fc1ccccc1.Fc1ccccc1.Fc1ccccc1
HOMO level (eV): -8.8
Kohn-Sham gap (eV): 8.62

Mulliken atomic charge list, values in e, 4 entries: number 1, C, carries -0.716; number 2, N, carries 0.761; number 3, O, carries -0.509; number 4, O, carries -0.391

=====

## B
# C32H31F5N2O4

A molecular structure, C32H31F5N2O4 (the ωB97M-V functional and the def2-TZVPD basis, OMol25).

Structure (XYZ):
```
74
Properties=species:S:1:pos:R:3
C 1.441 -1.792 -2.781
N 0.908 -2.959 -1.940
O 0.683 -2.685 -0.790
O 0.754 -3.973 -2.502
H 0.546 -1.258 -3.101
H 1.686 -2.040 -3.814
H 2.223 -1.259 -2.241
C 0.404 0.290 0.330
N 0.472 0.405 -1.170
O 0.359 1.568 -1.581
O 0.519 -0.580 -1.870
H 1.345 -0.162 0.646
H -0.524 -0.218 0.589
H 0.338 1.308 0.715
F -1.588 0.498 -0.729
C -1.795 -0.772 -1.148
C -1.502 -1.189 -2.476
C -1.721 -2.471 -2.884
C -2.266 -3.378 -1.914
C -2.647 -3.044 -0.661
C -2.371 -1.731 -0.269
H -1.164 -0.454 -3.192
H -1.551 -2.784 -3.904
H -2.461 -4.382 -2.260
H -2.932 -3.681 0.163
H -2.667 -1.452 0.731
F -3.512 -1.188 2.238
C -3.409 -0.072 1.499
C -4.548 0.653 1.151
C -4.311 1.807 0.412
C -3.072 2.219 -0.003
C -1.995 1.414 0.405
C -2.135 0.296 1.175
H -5.510 0.290 1.479
H -5.177 2.431 0.251
H -2.936 3.160 -0.514
H -0.985 1.776 0.284
H -1.213 -0.150 1.517
F 1.390 -1.473 0.867
C 0.199 -1.867 1.308
C -0.226 -3.176 0.954
C -1.367 -3.600 1.545
C -1.922 -2.844 2.542
C -1.471 -1.557 2.871
C -0.353 -1.067 2.270
H 0.270 -3.824 0.246
H -1.749 -4.594 1.366
H -2.756 -3.308 3.048
H -1.879 -1.205 3.807
H 0.232 -0.224 2.604
F 3.398 5.450 0.228
C 3.320 4.553 -0.686
C 4.325 4.295 -1.594
C 4.240 3.180 -2.477
C 3.035 2.409 -2.528
C 2.108 2.595 -1.514
C 2.186 3.709 -0.672
H 5.217 4.902 -1.550
H 5.094 2.950 -3.096
H 3.006 1.591 -3.233
H 1.216 1.987 -1.535
H 1.392 3.914 0.030
F 0.616 0.126 4.095
C 1.289 0.600 3.024
C 0.941 1.839 2.545
C 1.642 2.313 1.397
C 2.640 1.516 0.798
C 3.008 0.286 1.402
C 2.334 -0.132 2.481
H 0.125 2.408 2.965
H 1.268 3.210 0.927
H 3.053 1.899 -0.124
H 3.805 -0.256 0.915
H 2.688 -1.045 2.935
```

Values from the calculation:
HOMO level (eV): -7.6
Kohn-Sham gap (eV): 6.86

Mulliken atomic charge list, values in e, 4 entries: number 1, C, carries -0.731; number 2, N, carries 0.793; number 3, O, carries -0.149; number 4, O, carries -0.622

=====

Relative energy table, unit kJ/mol: A 0.0; B 2955.0